Here is an isolated ion of composition C7H11N2O4 and charge -1 in a non-equilibrium geometry from OMol25. Energies are from ωB97M-V/def2-TZVPD.

Bonds (Å) are listed after each position.
Element x y z (Å)
1 O 2.15 -3.39 -1.21  N5 1.220
2 O 1.19 -1.33 2.07  N6 1.244
3 O 2.42 -2.94 1.32  N6 1.224
4 O 1.38 -1.92 -2.47  N5 1.207
5 N 1.58 -2.32 -1.35  O1 1.220, O4 1.207, C9 1.317
6 N 1.64 -2.01 1.13  O2 1.244, O3 1.224, C9 1.583
7 C 0.18 -0.46 -0.39  C8 1.558, C9 1.510, C12 1.620, H15 1.157
8 C -1.06 -0.61 0.54  C7 1.558, C11 1.539, H17 1.109, H21 1.122
9 C 1.13 -1.64 -0.32  N5 1.317, N6 1.583, C7 1.510
10 C -1.35 1.90 0.43  C11 1.553, C13 1.512, H20 1.157, H23 1.221
11 C -2.05 0.53 0.25  C8 1.539, C10 1.553, H14 1.084, H24 1.202
12 C 0.89 0.98 -0.18  C7 1.620, C13 1.616, H16 1.205, H19 1.137
13 C -0.14 2.20 -0.42  C10 1.512, C12 1.616, H18 1.051, H22 1.094
14 H -2.72 0.54 1.10  C11 1.084
15 H -0.20 -0.33 -1.47  C7 1.157
16 H 1.77 1.20 -0.97  C12 1.205
17 H -1.42 -1.63 0.29  C8 1.109
18 H 0.28 3.13 -0.15  C13 1.051
19 H 1.20 0.99 0.92  C12 1.137
20 H -1.23 2.19 1.54  C10 1.157
21 H -0.71 -0.50 1.60  C8 1.122
22 H -0.45 2.16 -1.47  C13 1.094
23 H -2.11 2.82 0.13  C10 1.221
24 H -2.39 0.45 -0.90  C11 1.202

Output
- HOMO level (eV) = -4.17
- strongest force on any atom (hartree/bohr) = 0.1000
- total charge = -1
- SMILES = O=[N+]([O-])C(C1CCCCC1)=[N+]([O-])[O-]
- gap between HOMO and LUMO (Ha) = 0.280